No. 1
Here is a molecular structure, C52H41N2O2PRhSTe at a distorted geometry from the Open Molecules 2025 dataset. Energies are from ωB97M-V/def2-TZVPD.

HOMO level (spin up / spin down), eV: -9.0 / -9.0
Energy, eV: -92082.558
Gap between HOMO and LUMO (spin up / spin down), eV: 4.6302 / 4.6242
Total charge: +1
Strongest force on any atom, eV/A: 2.19

Geometry as XYZ:
```
101
C52H41N2O2PRhSTe | the Open Molecules 2025 dataset | ωB97M-V/def2-TZVPD
Rh 0.81387 0.72953 0.58490
C -0.21133 3.74083 2.85680
C 0.14027 3.25003 1.46820
O 1.26767 2.73173 1.27720
C -0.82123 3.50093 0.40780
C -1.95073 4.30723 0.60610
C -2.79673 4.64633 -0.42620
C -2.52283 4.21243 -1.71950
C -1.45863 3.36993 -1.93520
C -0.60073 2.96103 -0.90450
O 0.33817 2.08613 -1.14150
H 0.55487 3.41763 3.55360
H -1.17953 3.36473 3.17960
H -0.23903 4.82843 2.86540
H -2.15203 4.69143 1.59310
H -3.66593 5.25063 -0.22930
H -3.15503 4.50513 -2.54170
H -1.24103 2.96713 -2.92240
C 1.70287 -3.00947 -4.05060
C 2.52267 -2.35337 -3.14230
C 1.98737 -1.83917 -1.97800
C 0.62847 -2.00067 -1.69770
C -0.18243 -2.67497 -2.60170
C 0.35377 -3.16467 -3.78140
P 0.05097 -1.34137 -0.09790
C -1.69523 -1.82717 -0.04330
C -2.26843 -2.59107 0.97210
C -3.62783 -2.86437 0.94710
C -4.42113 -2.38617 -0.08430
C -3.86323 -1.59097 -1.07690
C -2.51613 -1.29197 -1.04140
C 1.09117 -2.45477 0.90400
C 0.93557 -3.81217 1.05850
C 1.94727 -4.56017 1.67540
C 3.10587 -3.96467 2.10000
C 3.31347 -2.58067 1.92430
C 4.51587 -1.93757 2.28400
C 4.71197 -0.61157 2.00520
C 3.70337 0.14743 1.38850
C 2.49097 -0.42597 1.07970
C 2.28837 -1.81307 1.31420
H 2.11917 -3.40377 -4.96380
H 3.58117 -2.25427 -3.33480
H 2.61397 -1.30067 -1.27650
H -1.22853 -2.82777 -2.38310
H -0.29023 -3.68087 -4.47840
H -1.64583 -2.97217 1.76950
H -4.07343 -3.45247 1.73750
H -5.47483 -2.61877 -0.10750
H -4.47193 -1.20247 -1.87880
H -2.08823 -0.64457 -1.80410
H 0.04987 -4.31327 0.69320
H 1.81447 -5.62477 1.79530
H 3.89477 -4.55437 2.54640
H 5.28237 -2.51087 2.78390
H 5.64857 -0.13747 2.25700
H 3.89067 1.19743 1.18700
S 0.39757 -1.17897 6.93040
C 0.20917 -0.47367 5.32740
C 1.26717 0.25823 4.79150
C 1.14777 0.76613 3.52030
N 0.08047 0.54963 2.74100
C -0.92933 -0.16027 3.24740
C -0.91643 -0.67427 4.53070
C -1.17163 -0.81597 7.68760
C -1.73503 -1.73957 8.55720
C -2.90293 -1.38217 9.21440
N -3.49763 -0.21707 9.04680
C -2.95993 0.65513 8.21730
C -1.79003 0.41513 7.51280
H 2.15597 0.44663 5.37050
H 1.93187 1.38453 3.10190
H -1.79313 -0.30797 2.60710
H -1.76643 -1.22407 4.90210
H -1.28443 -2.70417 8.72020
H -3.37943 -2.06027 9.90740
H -3.47853 1.59903 8.11840
H -1.37303 1.16913 6.86340
Te 0.32617 0.76903 -3.28430
C 1.63617 2.14923 -4.25340
C 2.91497 1.70903 -4.56700
C 3.78317 2.53673 -5.25970
C 3.38457 3.81203 -5.62650
C 2.11167 4.25303 -5.30210
C 1.23527 3.42423 -4.62120
C -0.64903 0.26413 -5.14260
C 0.05757 -0.46647 -6.08590
C -0.58203 -0.91097 -7.22960
C -1.91983 -0.61827 -7.43940
C -2.61473 0.13433 -6.50770
C -1.98433 0.56783 -5.35380
H 3.22737 0.71623 -4.26890
H 4.77087 2.18343 -5.52210
H 4.06457 4.46223 -6.15960
H 1.79517 5.24533 -5.58820
H 0.24597 3.78373 -4.37870
H 1.10067 -0.69617 -5.92020
H -0.03113 -1.48567 -7.95810
H -2.41913 -0.97797 -8.32620
H -3.64893 0.38683 -6.67710
H -2.53473 1.14113 -4.61660
```

***

No. 2
Here is a molecular structure, C52H42BBr6N8O20 at a distorted geometry from the Open Molecules 2025 dataset. Energies are from ωB97M-V/def2-TZVPD.

HOMO level, eV: -7.9
Energy, eV: -528399.800
Gap between HOMO and LUMO, eV: 8.7078
Total charge: -1
Strongest force on any atom, eV/A: 1.36

Geometry as XYZ:
```
129
C52H42BBr6N8O20 | the Open Molecules 2025 dataset | ωB97M-V/def2-TZVPD
O -0.34998 2.64889 -1.40649
C -0.17779 1.63105 -0.80708
O 0.98291 1.07076 -0.52998
B 0.75326 -0.17271 0.23604
O -0.69336 -0.25490 0.41271
C -1.26778 0.77270 -0.13712
O -2.43194 1.03319 -0.11727
O 1.44050 -0.09346 1.53379
C 2.13845 -1.17367 1.76312
O 2.58604 -1.52406 2.80239
C 2.16852 -1.96907 0.42672
O 1.40741 -1.32365 -0.43220
O 2.79583 -2.94820 0.21450
C -3.04653 2.89674 -3.42333
Br -1.52458 3.70119 -4.24941
Br -3.78165 1.41173 -4.40374
Br -4.45838 4.15057 -3.03196
H -2.73804 2.44573 -2.49089
C -0.06355 -0.08420 4.95464
Br -1.00504 1.02645 3.65340
Br -1.28529 -1.38807 5.67116
Br 0.67749 1.06020 6.29859
H 0.72161 -0.59772 4.41552
C 5.38999 0.56784 -0.77814
C 4.13384 0.96493 -0.36164
C 3.95591 2.11985 0.36777
C 5.06911 2.87028 0.66991
C 6.33542 2.50686 0.25740
C 6.50626 1.35019 -0.48470
N 4.90475 4.09086 1.44952
O 5.89917 4.54089 1.98654
O 3.78970 4.58236 1.50427
H 5.47208 -0.36321 -1.32040
H 3.29647 0.33231 -0.61590
H 2.98664 2.42164 0.73485
H 7.19262 3.11231 0.52235
H 7.50875 0.99382 -0.68676
C -0.96883 -3.70633 2.71482
C -1.00781 -3.74719 1.32433
C -2.01560 -4.43394 0.67134
C -2.87679 -5.19010 1.44306
C -2.84497 -5.19263 2.82373
C -1.91109 -4.40220 3.46136
N -3.92607 -5.98892 0.79120
O -4.34920 -6.97099 1.39409
O -4.30060 -5.62200 -0.29809
H -0.23748 -3.06453 3.19199
H -0.21999 -3.28003 0.74994
H -2.00665 -4.52236 -0.40626
H -3.57430 -5.75206 3.39017
H -1.90375 -4.33081 4.54104
C -3.72535 4.04368 2.98824
C -4.56540 5.15223 3.13518
C -4.80561 5.96257 2.04725
C -4.16223 5.71305 0.85804
C -3.32067 4.63051 0.70313
C -3.12066 3.77894 1.77774
N -4.35302 6.67643 -0.23120
O -5.45531 7.19485 -0.31869
O -3.41782 6.93665 -0.95452
H -3.45639 3.42299 3.83757
H -4.87849 5.37296 4.14623
H -5.47462 6.80276 2.17771
H -2.81930 4.41839 -0.23303
H -2.46452 2.93624 1.60720
C 4.21319 0.78284 -4.92798
C 3.57623 0.54570 -3.71715
C 2.19748 0.60600 -3.59295
C 1.47210 0.78366 -4.74686
C 2.04883 1.02164 -5.97825
C 3.42923 1.04748 -6.05138
N 0.01275 0.68543 -4.67096
O -0.63112 0.89230 -5.68643
O -0.47341 0.42452 -3.58208
H 5.27929 0.64110 -5.03958
H 4.12206 0.30104 -2.81262
H 1.71066 0.40039 -2.65256
H 1.39834 1.22838 -6.81419
H 3.92418 1.08708 -7.01731
C -3.64515 -1.10778 -1.92622
C -3.85082 -2.04811 -2.94175
C -4.86683 -2.98882 -2.82279
C -5.65988 -2.96082 -1.68637
C -5.41396 -2.09998 -0.63348
C -4.39285 -1.16826 -0.75502
N -6.76554 -3.90382 -1.57826
O -7.23112 -4.09874 -0.46981
O -7.15359 -4.42618 -2.60645
H -2.90879 -0.33198 -2.08856
H -3.21632 -2.00418 -3.81902
H -4.97139 -3.77310 -3.56114
H -5.99386 -2.09214 0.27878
H -4.16908 -0.46677 0.03857
C 6.28029 -2.35402 -2.75746
C 6.81691 -2.55392 -4.02097
C 6.04691 -3.12425 -5.02558
C 4.73527 -3.44719 -4.76047
C 4.22243 -3.35102 -3.48637
C 4.98716 -2.79400 -2.47882
N 3.94328 -4.05685 -5.81321
O 4.27944 -3.82829 -6.95330
O 3.00511 -4.74951 -5.48436
H 6.91387 -1.94611 -1.97855
H 7.83988 -2.26977 -4.23166
H 6.47969 -3.26891 -6.00575
H 3.21672 -3.66736 -3.24072
H 4.55161 -2.71332 -1.49036
N 5.22930 1.07143 4.89472
C 5.30705 2.13488 5.68702
C 4.34560 3.13424 5.71204
C 3.25683 3.01831 4.88138
C 3.21634 1.95260 3.99366
C 4.20126 0.98704 4.07660
H 6.21231 2.20564 6.27960
H 4.52020 3.97045 6.38053
H 2.49069 3.78275 4.83108
H 2.38956 1.82798 3.30300
H 4.23283 0.13919 3.40475
N -6.53318 0.23821 3.58422
C -5.55223 0.83067 2.91931
C -4.45718 0.14509 2.44697
C -4.34511 -1.19900 2.73384
C -5.29753 -1.79803 3.52604
C -6.40502 -1.03905 3.85600
H -5.70628 1.87409 2.66948
H -3.67263 0.68448 1.93306
H -3.49664 -1.73772 2.31895
H -5.20449 -2.83925 3.80138
H -7.21709 -1.48488 4.42405
```

***

No. 3
Here is a molecular structure, C52H44Cl6FN2O2PTi at a distorted geometry from the Open Molecules 2025 dataset. Energies are from ωB97M-V/def2-TZVPD.

HOMO level (spin up / spin down), eV: -3.4 / -5.1
Energy, eV: -171975.032
Spin multiplicity: 2
Gap between HOMO and LUMO (spin up / spin down), eV: 5.8130 / 7.2754
Total charge: -1
Strongest force on any atom, eV/A: 2.52
Relative energy (zero: lowest compared OMol25 entry of this formula, charge and spin), eV: 1.578
<S²>: 0.81

Geometry as XYZ:
```
109
C52H44Cl6FN2O2PTi | the Open Molecules 2025 dataset | ωB97M-V/def2-TZVPD
Ti -0.90630 -0.42870 0.01340
Cl -0.14840 5.75560 4.14610
C -0.05340 4.27290 3.25860
C -1.16510 3.82370 2.56280
C -1.09100 2.61000 1.91170
Cl -2.41480 1.99120 0.98530
C 0.03670 1.74720 1.97420
O 0.01310 0.54120 1.54590
C 1.15740 2.32120 2.63040
Cl 2.61050 1.40510 2.67750
C 1.12570 3.54590 3.26240
H -2.07140 4.40700 2.55210
H 2.00830 3.91360 3.76340
Cl 1.32230 2.68700 -2.89020
C -0.31210 2.14190 -2.99110
C -1.11560 2.51970 -4.05230
C -2.43280 2.10500 -4.09820
Cl -3.40500 2.56070 -5.46040
C -3.00480 1.30220 -3.09550
C -4.34760 0.88140 -3.04510
C -4.74850 0.10910 -1.96200
C -3.84180 -0.28200 -1.00030
N -2.52270 0.03590 -1.04210
C -2.14100 0.87590 -2.05840
C -0.79250 1.29860 -1.98140
O -0.08740 0.87840 -0.97010
H -0.71280 3.13530 -4.83970
H -5.03190 1.17670 -3.82010
H -5.78150 -0.19600 -1.86770
H -4.16980 -0.87510 -0.15910
C -2.06460 -4.72600 0.50920
C -3.40950 -4.04220 0.28040
C -3.51530 -3.55320 -1.16480
C -3.78970 -2.92540 1.24270
C -5.14090 -2.91070 1.57950
C -5.66330 -1.99090 2.46230
C -4.80810 -1.11370 3.10110
C -3.45570 -1.07390 2.79210
C -2.55780 -0.16060 3.61330
C -3.24160 1.15360 4.01530
C -2.12150 -0.87190 4.90330
C -2.94510 -1.92540 1.77790
N -1.59920 -1.78340 1.35400
C -0.69030 -2.46380 2.09310
C -1.03390 -3.34310 3.15140
C -0.07980 -4.03190 3.86750
C 1.26940 -3.91710 3.56870
C 1.65400 -3.08380 2.52860
C 0.69330 -2.38760 1.83640
F 1.10490 -1.56740 0.79880
H -1.98050 -5.58720 -0.15360
H -1.96750 -5.07270 1.53520
H -1.24240 -4.05310 0.29210
H -4.17070 -4.82240 0.41840
H -3.30920 -4.36370 -1.86110
H -4.51210 -3.17100 -1.37060
H -2.80000 -2.75630 -1.34530
H -5.79350 -3.65070 1.13340
H -6.71880 -1.98590 2.69000
H -5.20280 -0.45730 3.86130
H -1.65350 0.06580 3.03880
H -3.91320 0.99270 4.85710
H -3.80990 1.58000 3.19400
H -2.49350 1.88280 4.32210
H -2.99000 -1.27900 5.41890
H -1.61740 -0.17080 5.56670
H -1.43620 -1.68430 4.68690
H -2.08070 -3.48230 3.38810
H -0.39170 -4.67480 4.67950
H 2.00570 -4.47370 4.12490
H 2.68930 -2.96830 2.24460
C 5.82170 3.31550 -3.18600
C 5.53350 2.29470 -4.07420
C 4.65600 1.28460 -3.71990
C 4.04720 1.29690 -2.47290
C 4.33640 2.33360 -1.58980
C 5.22300 3.33400 -1.93630
P 2.85320 0.05040 -1.82920
C 2.59480 -1.00260 -3.30520
C 2.10980 -0.42640 -4.47750
C 1.75190 -1.21530 -5.55390
C 1.82600 -2.59470 -5.46030
C 2.27300 -3.18060 -4.28810
C 2.65380 -2.39170 -3.21930
C 4.17640 -0.87220 -0.90850
C 4.08310 -0.83420 0.47750
C 5.06450 -1.39820 1.27370
C 6.14800 -2.02590 0.68660
C 6.25260 -2.06890 -0.69450
C 5.28140 -1.48560 -1.49010
H 6.50910 4.09850 -3.47500
H 5.99460 2.29670 -5.05370
H 4.44510 0.49510 -4.42570
H 3.84660 2.34660 -0.62570
H 5.44120 4.13680 -1.24390
H 2.01750 0.64840 -4.54730
H 1.38910 -0.75630 -6.46390
H 1.52680 -3.20640 -6.29860
H 2.30500 -4.25750 -4.19470
H 2.99360 -2.85640 -2.30410
H 3.23150 -0.34840 0.92590
H 4.98940 -1.34230 2.35090
H 6.91370 -2.47060 1.30690
H 7.10620 -2.55060 -1.15240
H 5.38670 -1.50880 -2.56580
Cl -0.99290 -1.67210 -3.02380
C -0.25090 -1.86460 -1.40930
H 0.81640 -1.69170 -1.59570
H -0.36150 -2.93460 -1.18420
```

***

No. 4
Here is a molecular structure, C52H44ClCsN3O5P at a distorted geometry from the Open Molecules 2025 dataset. Energies are from ωB97M-V/def2-TZVPD.

HOMO level, eV: -0.1
Energy, eV: -91708.947
Gap between HOMO and LUMO, eV: 3.6759
Total charge: -2
Strongest force on any atom, eV/A: 1.99
Relative energy (zero: lowest compared OMol25 entry of this formula, charge and spin), eV: 0.230

Geometry as XYZ:
```
107
C52H44ClCsN3O5P | the Open Molecules 2025 dataset | ωB97M-V/def2-TZVPD
Cs 0.20764 0.70796 0.30130
C -0.08296 -3.28997 -0.74144
C 0.91469 -2.83734 -1.76528
C 1.70692 -3.72248 -2.49532
C 2.61301 -3.21504 -3.41391
C 2.70173 -1.84519 -3.59018
C 1.86106 -1.03452 -2.83384
N 1.00679 -1.51887 -1.93930
C 1.91814 0.45053 -2.96399
C 3.14912 1.08951 -2.87640
C 3.18368 2.46716 -2.99042
C 1.99248 3.14711 -3.18202
C 0.80754 2.41966 -3.22199
N 0.76464 1.09156 -3.11995
C -0.50341 3.11484 -3.35766
C -0.70563 4.07477 -4.34357
C -1.96013 4.65909 -4.42658
C -2.93177 4.28505 -3.51697
C -2.62806 3.34057 -2.53409
C -3.59532 2.96290 -1.46436
N -1.43037 2.75685 -2.47864
H -0.07419 -4.37354 -0.61465
H -1.08647 -2.97730 -1.03894
H 0.14687 -2.80804 0.21050
H 1.60725 -4.78823 -2.33027
H 3.24713 -3.88299 -3.98625
H 3.39586 -1.40692 -4.29548
H 4.03949 0.50982 -2.67988
H 4.12041 3.00343 -2.89948
H 1.96150 4.22707 -3.24044
H 0.08646 4.32830 -5.03584
H -2.17618 5.39713 -5.19039
H -3.92176 4.72268 -3.53758
H -4.56549 3.44042 -1.61037
H -3.17386 3.29724 -0.51296
H -3.70349 1.87718 -1.39558
O -4.66115 -1.40258 -2.16202
C -4.07429 -1.31240 -1.07498
O -3.38758 -0.36081 -0.61323
C -4.16242 -2.50283 -0.11121
C -4.83284 -3.65352 -0.50889
C -4.92238 -4.75458 0.32751
C -4.33542 -4.70173 1.58380
C -3.66606 -3.55522 1.98992
C -3.56567 -2.44079 1.15215
P -2.59179 -0.94129 1.62609
C -3.88674 0.28520 2.04057
C -3.59122 1.63318 1.85789
C -4.50070 2.61333 2.23457
C -5.72958 2.25712 2.77171
C -6.05140 0.91384 2.91747
C -5.13393 -0.06235 2.55480
C -2.09930 -1.44746 3.35752
C -2.71283 -1.10965 4.56407
C -2.17809 -1.51395 5.78271
C -1.01382 -2.26588 5.82390
C -0.37819 -2.59520 4.63394
C -0.90975 -2.17970 3.42284
H -5.27378 -3.63674 -1.49843
H -5.44433 -5.64904 0.00464
H -4.39422 -5.55100 2.25591
H -3.21423 -3.53011 2.97293
H -2.67642 1.95038 1.36343
H -4.24122 3.65434 2.08118
H -6.44188 3.02248 3.05832
H -7.01817 0.62352 3.31360
H -5.38629 -1.11087 2.67091
H -3.61642 -0.51462 4.56493
H -2.67643 -1.22707 6.70224
H -0.59038 -2.57058 6.77422
H 0.55445 -3.14704 4.64236
H -0.35689 -2.38622 2.51348
C -1.03864 4.41985 0.72781
C 0.17420 4.00972 1.25061
C 1.39035 3.93764 0.47860
C 2.57839 3.47553 1.00070
C 2.69927 3.04201 2.32459
C 1.53298 3.08005 3.09827
C 0.33122 3.53136 2.60181
H -1.12317 4.72365 -0.30919
H -1.92639 4.45350 1.35118
H 1.35185 4.25262 -0.56131
H 3.44484 3.42214 0.34463
H 3.62860 2.64992 2.71509
H 1.56634 2.72582 4.12584
H -0.54620 3.52721 3.24364
C 5.30078 -3.62805 -0.99501
C 5.64445 -2.18043 -1.20022
C 6.19440 -1.77059 -2.41672
C 6.58704 -0.46214 -2.59983
Cl 7.29137 0.01682 -4.13388
C 6.43546 0.48337 -1.59872
C 5.86397 0.09402 -0.40202
C 5.47937 -1.22816 -0.19169
O 5.07392 -1.57046 1.06369
C 3.72091 -1.99061 1.28460
C 2.63134 -0.95033 0.97927
O 1.51379 -1.24677 1.46930
O 2.92357 0.01189 0.25101
H 5.85566 -4.25102 -1.69807
H 4.23848 -3.81914 -1.15757
H 5.54298 -3.94131 0.02139
H 6.33216 -2.48903 -3.21510
H 6.73630 1.50947 -1.76395
H 5.67187 0.80791 0.38648
H 3.68370 -2.25787 2.33885
H 3.48287 -2.88912 0.70732
```

***

Question: What is the total charge in the third record?
Answer: -1